# 1
Entry from OMol25: a cluster of 10 separate species, C40H70O15 in total at a distorted geometry (ωB97M-V/def2-TZVPD).

Each line ends with the Mulliken charge.
Cartesian coordinates (Å):
C: 1.19514 0.89706 4.55949  0.7902
C: 1.52746 2.39206 4.48676  -0.8230
C: 0.36314 2.99527 5.26303  0.0592
O: 0.10046 2.03522 6.30247  -0.4697
C: 0.80817 0.82812 6.03758  -0.6212
H: 2.08521 0.32079 4.30575  -0.3719
H: 0.41002 0.60522 3.85966  -0.2425
H: 1.72125 2.83012 3.50615  0.4082
H: 2.45873 2.59520 5.02295  0.3566
H: -0.53526 3.05440 4.64280  -0.2029
H: 0.55913 3.95705 5.73097  0.3711
H: 0.19357 -0.00764 6.36722  0.2910
H: 1.74256 0.81404 6.61102  0.3267
C: 3.35433 -1.87664 2.75484  0.4499
C: 4.46949 -2.61680 3.48037  -0.9778
C: 5.55397 -1.54919 3.66101  -0.5238
O: 5.11634 -0.38828 2.96812  -0.5605
C: 4.07999 -0.74741 2.04555  0.2489
H: 2.51691 -1.51499 3.35236  -0.2877
H: 2.86964 -2.51618 2.00735  0.3756
H: 4.85003 -3.40453 2.82691  0.3162
H: 4.14484 -3.13296 4.38312  0.3540
H: 6.50076 -1.93791 3.27458  0.2766
H: 5.74717 -1.30962 4.70701  0.3331
H: 4.54098 -1.08438 1.11129  -0.0675
H: 3.46042 0.12879 1.85733  0.2199
C: 4.31275 2.21155 -6.01353  -0.7788
C: 3.77358 1.46171 -4.81356  -0.0202
C: 2.68458 2.43157 -4.32484  0.4707
O: 2.23231 3.11993 -5.50144  -0.4349
C: 3.02763 2.73699 -6.60916  -0.3906
H: 4.92391 1.59724 -6.67684  0.4032
H: 4.95537 3.03097 -5.68341  0.2973
H: 4.54162 1.28412 -4.05628  0.0788
H: 3.39162 0.46247 -5.03691  0.1425
H: 3.11079 3.14493 -3.61539  0.4038
H: 1.89317 1.89135 -3.80251  -0.6402
H: 3.21119 3.63261 -7.21064  0.3763
H: 2.52372 1.99147 -7.23799  0.1471
C: -4.87735 -2.10137 1.00280  0.8557
C: -5.83768 -3.12560 1.63558  -0.5109
C: -6.71061 -2.33569 2.62300  -0.5792
O: -6.09943 -1.05584 2.79805  -0.4247
C: -5.38016 -0.78383 1.61474  0.4655
H: -5.00628 -2.13744 -0.07716  0.3225
H: -3.85494 -2.34449 1.28642  -0.9795
H: -5.28618 -3.91332 2.14662  0.2947
H: -6.50411 -3.53249 0.87452  0.2309
H: -6.80876 -2.87178 3.56388  0.3343
H: -7.68430 -2.16147 2.14903  0.2895
H: -4.53729 -0.11200 1.76547  -0.2440
H: -6.08505 -0.37313 0.87658  0.1434
C: 5.43496 -2.01209 -3.25224  -0.4054
C: 4.43090 -3.17004 -3.16989  -0.8148
C: 3.45075 -2.66658 -2.11843  -0.0529
O: 4.27005 -1.94025 -1.22319  -0.2569
C: 5.17625 -1.15553 -2.00971  -0.3597
H: 5.26775 -1.45682 -4.17883  0.1494
H: 6.47878 -2.32625 -3.25433  0.3227
H: 4.92306 -4.07806 -2.80807  0.3125
H: 4.07809 -3.46159 -4.15864  0.3666
H: 2.84220 -3.45298 -1.67825  0.4735
H: 2.74780 -1.95534 -2.57844  -0.1266
H: 6.06526 -0.96265 -1.41226  0.4037
H: 4.63589 -0.21378 -2.17257  0.0734
O: 0.03051 -6.23132 4.22025  -0.6029
C: -0.15136 -5.15120 3.72688  0.3515
O: -1.11276 -4.97130 2.78755  -0.3927
C: -1.12480 -3.57325 2.39162  0.3934
C: -0.53542 -2.85118 3.58887  0.4377
C: 0.50480 -3.83327 4.10482  -0.1698
H: -2.15915 -3.29130 2.20452  -0.3025
H: -0.55725 -3.40313 1.47858  0.0745
H: -1.29912 -2.61079 4.32530  0.2908
H: -0.07618 -1.92948 3.22216  -0.4815
H: 0.60859 -3.75573 5.18252  0.4416
H: 1.45873 -3.77131 3.58248  -0.1266
O: -2.04334 -0.16186 1.24015  -0.6258
C: -0.89847 -0.04653 0.90060  0.1036
O: -0.07012 -1.09773 0.73521  -0.3222
C: 1.09200 -0.71618 -0.04159  1.3678
C: 0.97404 0.77646 -0.27586  -0.3809
C: -0.11953 1.20690 0.69669  1.5177
H: 1.07908 -1.27095 -0.97822  -0.1537
H: 1.98779 -0.98777 0.51572  -1.0495
H: 0.62970 1.09246 -1.26306  -0.2154
H: 1.87765 1.36650 -0.11531  0.6005
H: -0.73344 2.02718 0.33928  -0.2019
H: 0.31534 1.38485 1.68898  -0.8516
O: -2.03612 2.58908 -1.55754  -0.5923
C: -3.08403 2.08194 -1.86454  0.2981
O: -3.60098 2.17397 -3.08988  -0.4308
C: -4.91270 1.56701 -3.12111  -0.5793
C: -5.31051 1.26292 -1.70071  -0.6348
C: -3.96317 1.27794 -0.93938  2.2039
H: -4.84553 0.67734 -3.75169  0.2785
H: -5.61325 2.24047 -3.61563  0.3286
H: -5.74118 0.26783 -1.59249  0.2878
H: -5.94695 1.98904 -1.20074  0.3272
H: -3.45919 0.32384 -0.77795  -0.0160
H: -4.06753 1.78631 0.01511  -1.5879
O: -5.59793 2.89163 1.65572  -0.5316
C: -4.61181 3.49970 1.93704  0.4845
O: -4.59847 4.86541 1.87272  -0.4024
C: -3.27928 5.40011 1.94067  -0.5464
C: -2.33220 4.18676 1.88856  -0.2701
C: -3.21445 3.01694 2.26372  0.9196
H: -3.13820 5.85027 2.92574  0.2872
H: -3.12113 6.09628 1.12325  0.3140
H: -1.49511 4.34780 2.56644  0.2203
H: -1.92651 4.00214 0.88968  0.0342
H: -3.12831 2.83381 3.34092  0.4327
H: -3.00673 2.05222 1.80783  -0.7533
O: 0.42762 -0.69779 -3.37981  -0.4265
C: -0.11063 -0.51998 -4.43937  0.2313
O: -0.16746 -1.45865 -5.39611  -0.4036
C: -0.84037 -0.93811 -6.53554  -0.5222
C: -0.63039 0.56313 -6.46320  -0.3427
C: -0.66046 0.80438 -4.95717  0.4085
H: -1.90605 -1.18891 -6.51222  0.2322
H: -0.45419 -1.36435 -7.46089  0.4168
H: -1.42220 1.14993 -6.93339  0.3738
H: 0.29573 0.91566 -6.91716  -0.1134
H: -1.65118 0.97275 -4.52673  -0.1534
H: -0.07277 1.61783 -4.54013  0.1576

Forces on the atoms, in the same order (eV/Å):
0.65 0.23 -0.08
0.12 0.48 -0.03
0.02 -0.63 0.13
-0.12 0.22 0.06
0.25 0.04 -0.27
-0.06 -0.18 0.22
-0.25 0.10 0.18
-0.49 -0.20 -0.19
-0.04 -0.22 0.21
-0.03 0.20 -0.12
0.06 0.08 -0.06
-0.07 -0.06 -0.23
-0.06 -0.05 0.15
-0.88 -0.41 -1.07
-0.12 -0.34 -0.21
0.09 -0.36 0.26
0.07 0.36 0.10
0.67 -0.20 0.57
0.35 0.10 0.44
0.11 -0.10 0.06
-0.03 0.04 -0.05
0.03 0.30 0.18
0.05 0.25 -0.27
-0.21 0.27 0.02
-0.21 -0.03 -0.06
0.08 0.09 0.04
0.36 -0.49 -0.16
0.34 -0.03 0.87
0.56 -0.56 -0.05
-0.46 -0.26 0.53
0.43 0.64 -0.49
-0.23 -0.03 -0.12
-0.15 0.10 0.03
-0.05 0.19 0.06
-0.26 0.17 -0.35
-0.04 0.17 -0.10
-0.27 0.16 -0.24
-0.20 -0.11 -0.05
-0.02 -0.04 0.13
-0.59 -0.45 0.81
-0.21 -0.05 -0.01
0.14 0.33 -0.75
0.69 -0.59 0.46
0.00 -0.07 -1.20
0.36 0.25 -0.06
0.04 0.28 -0.21
-0.13 -0.15 -0.15
0.23 -0.41 0.08
-0.15 0.38 0.19
-0.17 -0.17 0.33
-0.35 0.25 0.38
0.12 0.43 0.11
0.36 0.45 -0.54
0.79 -0.56 0.12
-0.29 0.63 -1.35
0.01 -0.57 1.05
-1.04 -0.33 0.34
0.07 0.13 0.12
-0.10 -0.21 -0.11
0.03 0.14 0.24
-0.56 0.33 0.11
0.36 0.05 0.61
-0.09 -0.10 -0.10
-0.04 -0.02 0.02
0.41 0.08 -0.49
0.23 0.30 -0.24
-0.35 -0.96 0.71
0.48 0.56 -0.30
-0.59 -0.24 0.39
0.65 0.90 -0.86
-0.95 -0.15 -0.15
0.04 -0.09 -0.03
0.14 -0.27 0.03
0.03 -0.09 0.08
-0.15 0.12 0.29
0.40 -0.27 -0.01
0.08 0.14 0.13
-0.13 -0.31 0.15
0.03 0.06 0.19
-0.20 -0.25 -0.41
0.35 -0.14 -0.25
-0.27 1.46 -0.13
0.40 -0.03 0.15
-0.08 -0.07 0.08
-0.14 -0.02 0.03
0.07 -0.68 -0.21
0.21 -0.41 0.15
0.01 0.04 0.19
-0.16 0.40 -0.06
0.19 0.08 -0.38
0.53 0.11 1.15
-0.43 0.10 -0.30
-0.35 0.02 -0.76
0.78 -1.02 1.35
-0.40 0.51 -0.63
0.08 -0.06 0.16
0.24 0.19 0.01
-0.36 0.17 -0.19
-0.23 0.10 -0.42
-0.28 -0.12 0.00
0.16 -0.16 -0.03
-0.15 -0.38 0.23
0.38 0.71 -0.46
-0.32 -0.10 -0.21
0.51 -0.88 0.65
0.46 -0.02 -0.73
-0.14 -0.23 0.91
-0.23 0.48 -0.22
-0.12 0.15 0.10
0.03 -0.16 -0.02
-0.05 0.30 -0.01
-0.37 0.01 0.02
0.11 0.10 -0.23
-0.19 -0.39 0.03
0.61 1.05 0.44
-0.06 -0.57 0.07
-0.37 0.44 -0.99
-0.76 1.19 0.17
0.23 -0.55 0.46
0.07 -0.04 0.30
0.31 -0.21 0.29
-0.04 -0.31 -0.22
0.19 -0.31 0.16
-0.20 -0.21 -0.30
0.23 0.01 -0.34

The HOMO energy is -9.34 eV. The calculation puts the energy above the lowest of the compared OMol25 structures with the same formula, charge and spin at 19.2 kJ/mol. As for the total energy: -2694.6984 Ha. The value obtained for the orbital gap is 9.668 eV.

# 2
Entry from OMol25: a cluster of 3 separate species, C40H71BrN7O5 in total at a distorted geometry (ωB97M-V/def2-TZVPD).

Each line ends with the Mulliken charge.
Cartesian coordinates (Å):
C: 4.69337 -3.65855 1.84100  -0.3868
C: 3.84277 -2.22015 1.83972  -0.1405
C: 2.23436 -2.61240 1.59681  -0.9666
N: 1.80734 -2.56871 0.15811  0.5102
C: 0.88825 -1.44268 -0.20943  -1.8516
Br: 1.66434 0.27071 0.60790  -0.0995
O: 1.00126 -1.18444 -1.62770  0.2404
C: 0.05021 -1.89431 -2.49345  1.2998
O: 0.50541 -3.29282 -2.52136  -0.3725
C: 1.78450 -3.52677 -3.15559  0.1817
O: 1.75284 -4.25874 -4.30747  -0.5264
C: 3.29297 -3.12950 -2.65982  0.5392
C: 4.34328 -4.18884 -1.91273  -0.3803
C: 5.88295 -3.72128 -1.46991  -0.3732
C: 6.46468 -2.17443 -1.72257  -0.0208
C: 5.42512 -1.12974 -2.44324  -0.5294
C: 3.92497 -1.60057 -2.90659  -0.1576
C: 0.25955 -1.10325 -3.95623  0.0921
C: 0.66673 0.47472 -3.86370  -0.2573
C: 0.84806 1.10179 -5.34931  -0.5487
C: 0.61601 0.17229 -6.63187  -0.2213
N: 0.19979 -1.24888 -6.78227  -0.5116
C: 0.05321 -1.77407 -5.40395  -0.1519
C: -1.50236 -1.91456 -1.95981  -0.7111
C: -2.68495 -1.68388 -3.05147  -0.3919
C: -3.82891 -2.91108 -3.00053  -0.2735
O: -4.31643 -3.16354 -4.39744  -0.5447
N: -1.72030 -1.12096 -0.64671  0.0019
C: -1.67298 0.39917 -0.88070  -0.3375
C: -3.15424 -1.34008 -0.11451  -0.5774
C: -3.39967 -0.82761 1.41606  -0.4065
C: -4.89029 -0.08612 1.56407  -0.7775
C: -4.71180 1.52416 1.82895  -0.2883
N: -5.82102 2.37318 1.23856  -0.3309
C: -5.39433 3.81775 1.56396  0.4882
C: -4.28636 4.67092 0.70794  -0.6749
O: -5.93469 4.42593 2.64877  -0.5467
C: -0.65957 -1.58042 0.37824  0.2528
N: -0.89452 -2.95947 0.92683  -0.3671
H: 4.94071 -4.04369 2.91848  0.3278
H: 5.72463 -3.41293 1.30194  -0.2811
H: 4.11532 -4.49486 1.22176  0.2173
H: 3.92274 -1.69161 2.89276  0.3184
H: 4.21456 -1.47813 1.01283  0.1803
H: 1.51694 -2.06357 2.35768  0.1635
H: 2.18050 -3.76256 1.91870  0.4604
H: 1.46246 -3.51401 -0.11056  0.3690
H: 3.96299 -5.29074 -1.73808  0.3245
H: 6.61023 -4.49231 -0.96969  0.4006
H: 7.54870 -1.83571 -1.42404  0.0607
H: 5.79394 -0.00884 -2.62207  0.2585
H: 3.22556 -0.80720 -3.42263  0.2606
H: 0.86307 1.11054 -2.90356  0.2465
H: 1.15058 2.23475 -5.47299  0.2931
H: 0.81099 0.71182 -7.68165  0.3058
H: -0.28126 -2.92191 -5.35514  0.3355
H: -1.69604 -3.03665 -1.58550  0.3711
H: -3.32268 -0.69510 -2.84527  0.2950
H: -2.40175 -1.64253 -4.17449  0.3404
H: -4.78107 -2.55514 -2.40494  0.2286
H: -3.38135 -3.92963 -2.63882  0.2452
H: -5.07853 -3.84037 -4.33783  0.3536
H: -2.61044 0.81365 -1.44370  0.4230
H: -1.64665 0.96829 0.16837  0.3267
H: -0.72642 0.75633 -1.46196  -0.2311
H: -3.96343 -0.75663 -0.77068  0.3399
H: -3.34561 -2.51363 -0.12783  0.2839
H: -2.62101 -0.05678 1.82630  0.2307
H: -3.39970 -1.73842 2.16923  0.4042
H: -5.45905 -0.53099 2.49288  0.3986
H: -5.57061 -0.27351 0.62625  0.3383
H: -3.69468 1.93668 1.38753  0.0476
H: -4.72889 1.67533 3.00708  0.3082
H: -6.72910 2.25553 1.74783  0.3203
H: -4.74215 5.30574 -0.16644  0.2571
H: -3.42851 3.99060 0.25777  0.1162
H: -3.73998 5.45506 1.42303  0.2982
H: -0.65269 -0.85887 1.33180  0.6254
H: -1.72828 -3.05486 1.53253  0.2816
H: -0.76305 -3.72897 0.24692  0.2289
C: 10.50725 -1.77158 -0.02379  -1.3038
C: 9.96176 -2.43920 1.23625  -0.4607
N: 9.46172 -3.80079 1.02322  0.5015
C: 8.70512 -4.32450 2.16505  -0.4473
C: 9.45708 -4.53374 3.47725  -1.2855
C: 10.40030 -4.74684 0.41423  -0.7736
C: 11.72185 -4.99745 1.13307  -1.0364
H: 9.75763 -1.75693 -0.82167  0.1873
H: 10.78374 -0.73554 0.19607  0.4262
H: 11.40607 -2.27389 -0.39728  0.3273
H: 9.13263 -1.81159 1.59046  0.4100
H: 10.73092 -2.40795 2.01144  0.2817
H: 8.22390 -5.26863 1.87992  0.4069
H: 7.87101 -3.63736 2.36136  0.1527
H: 10.08901 -5.42333 3.43828  0.2607
H: 8.74026 -4.68904 4.28952  0.4482
H: 10.07420 -3.67425 3.74635  0.2649
H: 10.62879 -4.39952 -0.60019  0.4278
H: 9.89642 -5.71025 0.25658  0.3524
H: 12.18232 -4.07827 1.50404  0.2463
H: 12.43222 -5.46438 0.44668  0.3832
H: 11.59548 -5.68578 1.97458  0.2719
C: -7.29742 8.05761 0.27754  -1.2839
C: -8.39867 8.60859 1.18011  -0.3436
N: -9.50169 7.67251 1.41770  0.0803
C: -10.66426 8.29831 2.05590  -0.6743
C: -10.48723 8.84472 3.47054  -0.9406
C: -9.13208 6.35945 1.95258  -0.7244
C: -8.38342 6.31939 3.28071  -0.8749
H: -7.70103 7.72808 -0.68540  0.3289
H: -6.55481 8.83740 0.08107  0.4580
H: -6.76937 7.21764 0.74153  0.1285
H: -8.79718 9.50183 0.67997  0.4483
H: -7.94873 8.94863 2.11576  0.2612
H: -11.50431 7.59222 2.05313  0.3423
H: -10.99673 9.12597 1.41490  0.4052
H: -10.46531 8.04119 4.20951  0.2255
H: -11.33677 9.48624 3.72445  0.3902
H: -9.58164 9.44541 3.57571  0.2677
H: -8.51909 5.84360 1.20424  0.3355
H: -10.03085 5.73313 2.03539  0.3152
H: -7.59392 7.07253 3.34391  0.2044
H: -7.91291 5.34173 3.40943  0.3465
H: -9.06290 6.45775 4.12750  0.3073

Forces on the atoms, in the same order (eV/Å):
0.68 0.96 -0.66
-0.87 -0.71 0.33
0.82 -1.35 1.84
-1.23 1.26 0.88
0.95 -1.11 -0.14
-0.59 -1.10 -0.62
-2.53 -0.68 0.64
1.38 1.08 -1.19
1.03 1.24 -0.86
1.47 -4.17 -6.71
-0.18 4.75 7.86
4.46 1.89 1.87
0.74 3.42 -0.96
-2.02 2.80 -1.75
-4.98 -1.44 -1.48
-0.78 -3.63 0.73
1.44 -2.01 1.59
0.48 2.72 -1.94
-0.47 -2.49 -5.20
-0.95 -3.46 1.28
0.03 0.28 0.61
1.25 4.12 7.06
-0.04 0.16 0.79
-0.79 -2.68 -0.37
-2.14 -0.08 -0.27
-0.52 0.03 -0.77
-0.60 -0.73 1.99
-0.57 1.61 -0.86
0.70 2.68 0.37
-1.80 -0.99 1.09
-0.86 0.15 0.97
-0.01 0.15 0.16
0.20 -0.47 0.89
1.44 2.40 1.03
-2.43 2.88 4.85
0.83 -0.05 0.24
3.17 -3.90 -6.82
1.11 -0.67 2.71
-0.04 1.53 -1.25
-0.70 0.76 -2.03
-2.19 -0.86 1.16
1.35 1.87 1.33
-0.07 -1.07 -2.16
-0.72 -1.60 1.52
1.40 -0.88 -1.75
-0.06 2.53 -0.65
0.07 1.40 -0.04
1.05 2.48 -0.33
-1.72 1.58 -1.09
-2.46 -0.93 -0.58
-1.11 -2.80 0.30
1.61 -1.77 1.14
-0.38 -1.55 -2.00
-0.68 -2.70 0.12
-0.52 -1.32 2.60
0.92 2.78 -0.16
0.69 2.41 -0.88
1.75 -2.04 -0.47
0.15 -0.05 2.15
2.09 -0.87 -0.70
-0.72 2.02 -0.19
1.84 1.63 -0.04
1.76 -1.27 1.01
-0.02 -1.55 -2.27
-1.72 -1.13 1.13
2.24 -1.54 1.13
0.29 2.64 -0.24
-1.32 -1.54 -0.98
0.15 1.79 -1.67
1.19 0.80 -1.92
1.40 0.38 1.69
-2.05 -0.96 0.91
0.47 -0.28 -2.37
1.25 0.09 -0.31
0.51 -1.52 1.73
-1.95 1.22 0.84
-1.52 -1.93 -1.35
-0.48 -1.50 -2.48
0.87 0.12 -0.79
-0.31 0.74 0.74
0.13 -0.13 0.00
-0.13 -0.10 -0.25
-0.38 -0.14 -0.02
-0.15 0.24 -0.09
0.02 -0.23 0.20
0.01 0.18 -0.34
0.18 -0.28 0.24
0.11 -0.08 0.06
-0.04 -0.14 0.01
-0.16 0.08 0.00
0.00 -0.32 0.10
0.16 0.10 0.15
0.19 0.08 -0.14
0.17 0.08 -0.13
0.02 0.15 0.04
0.05 0.03 -0.06
-0.02 -0.05 -0.04
-0.08 0.12 0.13
-0.12 0.25 0.19
-0.06 -0.04 -0.04
-0.03 0.03 0.01
0.09 0.20 -0.07
0.03 -0.15 0.03
-0.15 -0.24 -0.18
-0.28 -0.02 -0.07
0.00 0.14 -0.30
-0.16 -0.02 0.27
0.15 0.00 -0.26
-0.13 -0.17 0.45
-0.01 0.00 0.15
-0.11 -0.05 0.05
-0.07 0.06 -0.04
-0.18 -0.18 0.22
0.17 0.13 0.16
0.25 -0.08 -0.05
0.21 -0.11 -0.03
0.09 0.12 -0.03
0.07 -0.04 -0.03
-0.03 -0.05 -0.01
0.01 0.17 -0.04
-0.02 0.34 -0.06
-0.05 -0.06 -0.04
-0.03 0.15 -0.03
0.16 0.11 -0.11

The HOMO energy is -9.16 eV. As for the total energy: -4899.0954 Ha. The value obtained for the orbital gap is 6.251 eV. Its net charge is +1.